63
Properties=species:S:1:pos:R:3 method="wB97M-V/def2-TZVPD" largest_force_ev_per_a=2.4 e_tot_ha=-2275.39518 orbital_gap_ev=6.7461 e_above_lowest_ev=1.234 multiplicity=1 charge=+2
Ta -0.35 -0.12 0.20
F 0.23 0.40 5.52
C -0.24 -0.32 4.52
C -0.06 0.15 3.22
C -0.54 -0.63 2.17
C -1.21 -1.84 2.41
C -1.39 -2.24 3.73
F -2.05 -3.36 4.01
C -0.90 -1.50 4.79
C -1.70 -2.55 1.23
C -2.40 -3.75 1.18
C -2.77 -4.27 -0.05
C -2.46 -3.60 -1.23
C -1.79 -2.41 -1.13
N -1.41 -1.89 0.06
H 0.43 1.10 3.08
H -1.05 -1.83 5.81
H -2.64 -4.26 2.10
H -3.31 -5.21 -0.08
H -2.75 -3.99 -2.19
H -1.56 -1.82 -2.01
C -3.92 6.87 -2.51
C -3.46 5.57 -1.93
C -2.70 5.53 -0.77
C -2.30 4.33 -0.22
C -2.67 3.16 -0.86
C -3.43 3.15 -2.03
C -3.81 4.37 -2.56
S -2.32 1.64 -0.13
O -3.35 1.06 0.66
O -1.76 0.62 -1.15
O -1.00 1.75 0.68
H -3.40 7.71 -2.06
H -4.99 7.00 -2.33
H -3.77 6.90 -3.59
H -2.42 6.45 -0.28
H -1.71 4.30 0.69
H -3.70 2.22 -2.52
H -4.40 4.39 -3.47
C 3.04 -2.74 -2.70
C 3.89 -2.89 -1.44
C 3.71 -1.72 -0.44
C 4.60 -1.94 0.81
C 4.47 -0.84 1.85
C 4.19 -0.44 -1.13
O 5.30 -0.30 -1.54
N 3.26 0.63 -1.33
C 2.00 0.60 -0.89
O 1.10 1.44 -1.03
N 1.58 -0.49 -0.17
C 2.27 -1.69 0.01
O 1.66 -2.60 0.51
H 3.20 -3.59 -3.36
H 3.30 -1.85 -3.26
H 1.98 -2.72 -2.46
H 4.95 -2.93 -1.70
H 3.64 -3.81 -0.91
H 5.63 -2.01 0.46
H 4.33 -2.91 1.23
H 4.75 0.14 1.45
H 5.12 -1.04 2.70
H 3.45 -0.77 2.24
H 3.60 1.43 -1.85